ORCA calculation (ωB97M-V/def2-TZVPD) on 3 unconnected molecules or ions with the total composition C3H9NO in a non-equilibrium geometry.

Last column: Löwdin charge in e.
Positions of all 14 atoms, in Å:
H1 3.41 1.65 0.29  -0.02
H2 -0.84 1.49 -0.57  0.09
H3 0.10 -1.23 0.54  0.12
H4 -1.74 0.11 0.46  -0.06
N1 -2.93 -0.38 1.02  0.01
H5 -2.68 -1.01 1.78  -0.02
H6 -3.88 -0.02 1.11  -0.01
C1 -0.76 0.54 -0.08  0.13
C2 1.33 -0.41 -1.11  -0.04
C3 0.20 -0.39 -0.15  -0.16
H7 2.21 0.06 -0.48  0.02
H8 1.11 0.26 -1.94  0.10
O1 2.95 0.81 0.44  -0.26
H9 1.50 -1.47 -1.32  0.09

Properties
* ΔE to the lowest compared entry with this formula, charge and spin: 902.4 kJ/mol
* net charge: 0
* HOMO: -8.1 eV
* frontier orbital gap: 4.36 eV

ORCA calculation (ωB97M-V/def2-TZVPD) on a single C9H14N4O4 molecule in a non-equilibrium geometry.

Last column: Löwdin charge in e.
Positions of all 31 atoms, in Å:
O1 -2.06 2.75 -2.34  -0.08
H1 0.95 1.81 -3.27  0.08
H2 -2.12 -3.36 1.83  0.13
H3 4.20 -0.49 0.00  0.12
H4 -1.40 0.78 -2.31  0.12
H5 0.21 2.85 -0.73  0.14
N1 -1.63 -0.06 1.57  0.09
C1 -1.20 -1.36 1.32  -0.28
H6 -0.12 -1.77 -0.46  0.13
H7 -1.89 1.48 -0.80  0.11
C2 2.55 -1.18 0.42  -0.48
H8 0.03 0.94 0.89  0.09
C3 0.81 0.75 -0.97  -0.43
H9 -1.40 3.21 -2.91  0.09
N2 -3.14 -1.50 2.33  0.03
N3 0.82 0.56 0.40  0.11
C4 1.18 -0.76 0.92  -0.22
C5 0.13 2.06 -1.45  -0.29
N4 0.68 2.59 -2.68  0.05
C6 -1.35 1.70 -1.72  -0.23
C7 -2.15 -2.26 1.77  -0.06
C8 -2.77 -0.20 2.22  -0.19
O2 3.43 -0.10 0.45  0.09
H10 1.35 -0.68 2.02  0.18
C9 0.07 -1.77 0.63  -0.07
H11 -4.14 -1.75 2.56  0.18
O3 1.38 0.02 -1.73  0.09
H12 0.45 -2.78 0.97  0.15
H13 -3.41 0.65 2.53  0.13
O4 2.88 -2.29 0.13  0.12
H14 1.52 3.16 -2.55  0.10

Properties
* ΔE to the lowest compared entry with this formula, charge and spin: 52.3 kJ/mol
* net charge: 0
* HOMO: -9.1 eV
* frontier orbital gap: 9.65 eV
* structure (SMILES): N[C@@H](CO)C(=O)N[C@@H](Cc1c[nH]cn1)C(=O)O

ORCA calculation (ωB97M-V/def2-TZVPD) on 10 unconnected molecules or ions with the total composition C25H55N5O20 in a non-equilibrium geometry.

Last column: Löwdin charge in e.
Positions of all 105 atoms, in Å:
H1 4.34 -4.18 0.86  0.10
O1 -1.09 -3.97 -0.50  0.02
H2 -1.16 -3.13 4.87  0.11
H3 4.29 -0.33 0.30  0.09
H4 -3.77 -0.77 -3.35  0.07
C1 3.38 -6.46 2.21  -0.46
H5 2.72 -8.20 1.22  0.09
H6 -0.27 -1.73 -0.14  0.10
H7 -2.91 3.74 -6.07  0.07
C2 -2.50 2.59 -0.62  0.01
O2 0.99 2.67 5.10  0.08
H8 0.09 -5.98 0.55  0.09
C3 2.33 -3.68 -0.02  -0.04
H9 0.84 -0.56 4.91  0.10
C4 -6.32 0.79 0.32  0.04
H10 -2.97 2.81 0.33  0.10
C5 0.51 0.45 4.66  0.04
C6 3.27 -4.38 1.01  -0.25
H11 -1.66 3.13 -5.28  0.06
O3 -2.28 -4.15 1.32  0.07
H12 -7.03 0.43 -0.42  0.09
H13 -4.45 -2.31 -2.73  0.08
H14 0.68 1.05 -7.20  0.09
H15 2.94 -3.88 1.92  0.11
C7 2.65 -7.78 2.22  0.02
H16 -4.50 3.32 -4.02  0.11
H17 -1.54 3.11 -0.67  0.08
C8 -3.53 -1.16 -1.25  -0.23
H18 1.92 0.44 -2.23  0.06
O4 -0.42 1.06 0.97  0.06
O5 2.97 -5.71 1.10  -0.04
H19 -1.46 -1.00 0.90  0.09
N1 5.93 -1.42 -0.50  -0.40
O6 -4.26 -0.11 1.17  0.07
H20 3.15 -8.45 2.92  0.09
C9 1.70 1.42 -7.08  0.01
H21 -1.44 -6.58 -0.06  0.11
H22 -0.15 -1.87 1.66  0.10
C10 -0.40 -1.22 0.82  0.01
H23 0.90 7.77 0.55  0.11
H24 2.38 -4.11 -1.02  0.08
C11 1.17 1.22 -2.33  -0.06
O7 4.30 -6.16 2.98  0.09
O8 1.16 6.14 1.90  -0.02
H25 -1.25 -6.23 1.74  0.09
H26 1.30 -3.79 0.33  0.03
H27 -0.56 0.58 4.49  0.11
C12 -3.39 2.94 -1.76  -0.47
H28 2.48 8.65 2.37  0.07
O9 1.49 1.59 -4.77  -0.04
H29 -3.46 -2.00 -0.55  0.11
H30 -6.04 1.82 0.14  0.09
H31 1.21 3.00 0.92  0.06
H32 -2.70 -2.16 -3.09  0.08
O10 5.59 -2.48 0.07  0.04
H33 1.01 0.68 3.72  0.08
H34 -2.34 1.51 -0.51  0.05
H35 -6.69 0.58 1.33  0.09
O11 6.88 -1.36 -1.29  0.05
C13 1.65 2.37 -5.89  -0.50
H36 5.98 0.42 0.32  0.11
H37 0.03 3.44 2.16  0.08
H38 1.81 3.68 2.41  0.08
C14 -5.00 0.04 0.21  -0.52
O12 -4.39 3.63 -1.56  0.07
C15 1.40 8.65 2.44  -0.06
C16 0.71 7.52 1.60  -0.17
H39 1.14 1.75 -1.38  0.06
H40 1.14 9.63 2.04  0.07
C17 0.98 3.72 1.70  0.01
O13 0.39 -4.27 3.20  0.05
O14 1.65 3.58 -5.97  0.10
H41 0.24 0.68 -2.49  0.07
H42 -3.89 1.90 -4.80  0.11
N2 -1.51 -4.60 0.51  -0.41
O15 -3.02 2.45 -2.99  -0.04
C18 -3.57 2.79 -4.25  -0.22
N3 0.26 0.04 0.95  -0.40
C19 1.56 2.22 -3.47  -0.19
H43 5.08 0.40 -1.16  0.10
N4 -0.12 -4.81 4.15  -0.44
O16 -4.73 -0.45 -1.01  0.00
O17 0.08 5.21 0.09  0.06
C20 -3.59 -1.64 -2.73  -0.04
C21 0.67 5.11 1.17  -0.50
H44 2.37 -2.59 0.01  0.06
H45 2.57 2.59 -3.28  0.12
H46 -1.14 -4.53 5.93  0.10
H47 0.89 3.07 -3.37  0.12
O18 0.95 1.32 6.77  0.04
H48 2.44 0.63 -6.92  0.08
N5 0.87 1.56 5.54  -0.44
H49 0.37 -3.76 5.88  0.11
H50 -2.40 4.63 -4.52  0.09
H51 -0.36 7.49 1.75  0.12
H52 -2.58 -0.62 -1.21  0.10
C22 -2.57 3.69 -5.04  -0.04
H53 1.60 -7.63 2.45  0.07
H54 2.01 1.89 -8.02  0.08
H55 1.07 8.65 3.48  0.07
C23 5.23 -0.14 -0.23  0.05
O19 -0.32 -6.00 4.21  0.07
O20 1.51 -0.05 0.91  0.03
C24 -0.99 -5.96 0.71  0.04
C25 -0.52 -3.92 5.27  0.06

Properties
* ΔE to the lowest compared entry with this formula, charge and spin: 1425.4 kJ/mol
* net charge: 0
* HOMO: -10.1 eV
* frontier orbital gap: 9.52 eV
* structure (SMILES): C[N+](=O)[O-].C[N+](=O)[O-].C[N+](=O)[O-].C[N+](=O)[O-].C[N+](=O)[O-].CCOC(C)=O.CCOC(C)=O.CCOC(C)=O.CCOC(C)=O.CCOC(C)=O

ORCA calculation (ωB97M-V/def2-TZVPD) on a gas-phase ion, H4N2O2P (charge -1) in a non-equilibrium geometry.

Last column: Löwdin charge in e.
Positions of all 9 atoms, in Å:
H1 1.16 1.23 1.07  -0.04
N1 0.37 -0.32 -1.40  -0.08
N2 0.74 0.38 1.14  -0.12
O1 -1.32 1.26 -0.35  -0.44
H2 0.99 -0.97 -1.23  -0.05
H3 -0.37 -0.67 -1.96  0.01
P1 -0.49 0.07 0.00  0.23
O2 -1.18 -1.28 0.71  -0.57
H4 0.09 0.29 2.01  0.07

Properties
* ΔE to the lowest compared entry with this formula, charge and spin: 122.4 kJ/mol
* net charge: -1
* HOMO: -4.0 eV
* frontier orbital gap: 8.66 eV
* structure (SMILES): NP(N)(=O)[O-]

ORCA calculation (ωB97M-V/def2-TZVPD) on 2 unconnected molecules or ions with the total composition C10H13NO.

Last column: Löwdin charge in e.
Positions of all 25 atoms, in Å:
H1 -2.17 -3.69 -0.83  0.07
H2 1.82 2.33 3.03  0.10
C1 0.70 2.45 -2.14  -0.05
C2 0.17 -0.06 -1.76  -0.06
C3 0.97 -0.70 1.69  -0.02
H3 0.66 3.34 -1.51  0.07
H4 -3.61 -2.56 0.87  0.08
C4 0.51 1.19 -1.36  -0.22
O1 -2.98 -3.23 -1.05  -0.12
H5 -2.27 -1.69 0.14  0.05
C5 0.83 1.09 0.05  -0.14
H6 -0.07 2.61 -2.91  0.08
H7 -0.07 -0.41 -2.76  0.12
C6 -3.20 -2.21 -0.09  -0.16
C7 1.46 1.61 2.30  -0.10
H8 1.37 3.07 0.72  0.11
N1 0.35 -0.98 -0.73  0.07
H9 1.49 -0.05 3.65  0.10
H10 0.89 -1.73 2.04  0.11
C8 0.69 -0.26 0.41  -0.22
C9 1.20 2.03 1.00  -0.03
C10 1.34 0.26 2.62  -0.10
H11 -3.95 -1.54 -0.49  0.08
H12 -0.28 -1.75 -0.57  0.12
H13 1.66 2.44 -2.66  0.08

Properties
* ΔE to the lowest compared entry with this formula, charge and spin: 36.5 kJ/mol
* net charge: 0
* HOMO: -8.0 eV
* frontier orbital gap: 8.67 eV
* structure (SMILES): Cc1c[nH]c2ccccc12.CO

ORCA calculation (ωB97M-V/def2-TZVPD) on a single C16H17N7O2S2 molecule in a non-equilibrium geometry.

Last column: Löwdin charge in e.
Positions of all 44 atoms, in Å:
S1 1.37 -2.23 -0.70  1.07
C1 -2.71 0.44 -0.21  -0.13
C2 2.23 -0.24 1.45  -0.57
H1 -1.25 -3.02 1.18  0.06
C3 -2.94 -1.79 0.70  -0.26
N1 3.13 0.89 -1.01  0.03
N2 2.17 0.88 -1.94  0.08
O1 -1.96 2.69 -0.45  0.05
N3 3.18 -1.12 1.04  0.11
H2 -5.90 -0.14 0.73  0.10
C4 -2.33 -3.11 1.06  -0.04
C5 -1.86 1.52 -0.78  -0.44
N4 -1.00 1.10 -1.74  0.10
O2 1.07 -0.31 1.08  0.00
C6 -4.06 0.68 0.02  -0.02
N5 1.66 2.43 -0.48  -0.03
C7 -0.01 1.98 -2.33  -0.08
C8 -4.85 -0.32 0.56  -0.07
H3 1.88 1.34 2.84  0.09
H4 -0.88 0.11 -1.90  0.13
H5 4.15 -1.00 1.29  0.16
N6 3.82 -2.89 -0.36  0.01
S2 3.67 2.08 1.37  0.97
C9 2.14 -3.50 -1.61  -0.45
H6 -0.37 3.01 -2.21  0.13
H7 0.11 1.74 -3.38  0.13
C10 2.82 1.81 -0.14  -0.66
H8 1.40 3.61 1.19  0.07
C11 -2.15 -0.79 0.14  0.00
H9 -4.91 -2.32 1.32  0.11
C12 1.29 1.79 -1.63  -0.29
C13 1.02 3.53 0.18  0.00
H10 1.61 -4.06 -2.35  0.06
H11 -4.47 1.64 -0.23  0.12
N7 3.37 -3.69 -1.31  -0.07
C14 2.73 0.84 2.37  -0.33
H12 3.42 0.46 3.12  0.08
H13 -2.76 -3.49 1.98  0.08
H14 1.23 4.46 -0.35  0.11
C15 2.93 -2.06 0.07  -0.59
H15 -0.06 3.38 0.20  0.07
H16 -2.52 -3.84 0.27  0.09
H17 -1.09 -0.95 0.03  0.06
C16 -4.29 -1.55 0.89  -0.04

Properties
* ΔE to the lowest compared entry with this formula, charge and spin: 24.6 kJ/mol
* net charge: 0
* HOMO: -9.3 eV
* frontier orbital gap: 9.64 eV
* structure (SMILES): Cc1cccc(C(=O)NCc2nnc(SCC(=O)Nc3nncs3)n2C)c1

Number 1 is which compound? C3H9NO

The lowest frontier orbital gap belongs to which entry? C3H9NO

frontier orbital gap of number 5 (C10H13NO)? 8.67 eV